[1]
Density functional theory data (ωB97M-V/def2-TZVPD) for 3 unconnected molecules or ions with the total composition C23H57FN7O5P2.

As for the net charge: -1. Its total energy is -2452.6089 Ha. The HOMO-LUMO gap comes out at 5.62 eV. For the largest force on an atom, the calculation gives 4.9 eV/Å. The calculation puts the HOMO energy at -4.0 eV. Its spin multiplicity is 1. The calculation puts the LUMO energy at 0.058 Ha.

Atoms and positions in Å:
C  -3.584  3.301  2.486
H  -6.247  2.511  2.848
H  -6.486  1.362  6.468
H  -3.441  -0.752  5.149
N  -2.120  0.505  -1.402
H  -4.392  1.486  7.651
C  -3.751  2.342  7.451
H  -2.502  0.573  0.689
H  -0.909  -0.077  0.270
H  -3.826  -1.582  -3.543
C  6.833  0.419  -2.724
C  -3.430  4.295  6.132
C  6.495  -0.122  -0.456
N  -4.115  2.981  6.165
H  0.901  -4.501  -1.018
H  4.118  -3.656  -3.784
H  3.174  -5.467  -0.360
C  4.601  -2.660  -1.901
P  -1.188  -0.329  -2.565
H  3.004  -5.017  -2.033
H  5.436  -0.485  -5.167
H  3.618  -1.790  -5.103
H  -1.666  -3.858  -2.059
H  -3.988  -1.699  -1.785
H  2.728  -2.889  -2.974
H  0.220  1.273  -4.390
H  -6.845  1.509  4.743
N  -4.391  3.116  3.681
C  4.272  -3.702  -0.790
H  3.178  -0.795  -3.731
H  -1.396  -2.754  -0.702
H  -2.396  2.393  -0.514
H  -0.233  -2.852  -2.022
C  -3.041  0.564  -4.444
H  -3.598  -3.115  -2.765
H  -2.532  3.420  2.728
O  0.201  -0.645  -2.950
H  -3.143  -0.298  -5.117
H  6.895  1.455  -2.387
H  -3.902  4.223  1.991
C  -6.314  0.916  5.477
H  -4.086  -0.397  6.755
C  -3.411  -2.045  -2.655
N  5.451  0.228  -3.217
H  -6.800  -0.061  5.473
H  -2.374  -1.044  0.062
N  -4.916  0.744  5.133
C  -5.806  3.311  3.457
H  -3.817  0.523  -3.680
C  1.740  -3.932  -0.612
H  -1.074  1.879  -5.412
H  -5.049  -1.304  5.582
C  3.909  -1.529  -4.081
H  -2.341  4.198  6.097
C  5.303  -0.877  -4.155
O  8.287  -0.887  -4.126
H  -2.708  2.011  7.480
H  -1.929  2.492  -2.202
H  4.435  -1.654  -1.520
C  -1.769  1.938  -1.281
C  -4.344  -0.478  5.691
C  7.957  0.273  -3.801
C  7.233  1.026  0.230
O  7.059  -0.502  -1.688
H  6.561  -1.004  0.190
H  6.996  1.968  -0.269
H  1.697  -2.883  -0.906
O  -2.780  1.266  3.995
H  -3.755  4.875  5.273
N  -1.984  -1.830  -2.546
H  -0.720  2.059  -0.990
O  8.420  1.357  -4.215
C  3.794  -2.791  -3.197
H  5.148  -4.328  -0.605
H  -3.679  2.471  1.776
F  5.143  1.421  -3.938
H  6.867  1.133  1.254
H  -3.239  1.465  -5.032
N  -1.723  0.650  -3.853
H  4.099  -3.146  0.137
H  5.652  -2.784  -2.157
C  3.059  -4.603  -1.026
H  -0.534  0.194  -5.568
H  -3.908  3.050  8.263
C  -1.292  -2.869  -1.789
C  -0.723  1.006  -4.856
H  1.651  -4.007  0.475
H  8.308  0.854  0.198
H  -5.967  4.255  2.928
H  -6.346  3.396  4.397
H  6.088  -1.613  -3.988
H  5.428  0.121  -0.531
P  -3.790  1.991  4.810
H  -3.698  4.854  7.028
C  -1.961  -0.041  -0.030

***

[2]
Density functional theory data (ωB97M-V/def2-TZVPD) for a molecular structure, C23H57HgO7P2Si3.

As for the net charge: 0. Its total energy is -3142.1680 Ha. The HOMO-LUMO gap (spin up / spin down) comes out at 8.10 / 7.41 eV. For the largest force on an atom, the calculation gives 0.4 eV/Å. The calculation puts the HOMO energy (spin up / spin down) at -7.6 / -7.7 eV. Its spin multiplicity is 2. The calculation puts the LUMO energy (spin up / spin down) at 0.018 / -0.011 Ha.

Atoms and positions in Å:
H  3.897  1.390  1.509
H  5.157  -1.377  1.487
H  -4.226  0.878  -0.634
H  0.548  2.599  3.667
H  4.551  -0.171  -3.324
H  -1.088  4.955  -3.227
H  -0.928  6.050  3.281
C  1.347  -4.067  -0.146
H  0.728  1.045  1.791
H  -3.208  -4.026  -3.092
C  -0.467  4.264  -2.654
H  0.042  -1.733  3.278
C  0.265  -3.230  -2.813
H  1.144  6.086  -1.324
C  3.355  0.029  3.093
H  -1.484  4.621  -0.807
H  -4.591  -3.285  0.854
C  -0.961  -5.629  -1.412
H  -0.474  6.792  -1.515
H  2.112  2.668  -3.251
H  -3.018  -4.476  2.111
H  3.221  -0.820  -2.345
H  -2.461  -0.943  3.118
H  1.716  -3.072  0.118
H  -5.508  -3.288  -0.659
H  0.548  4.285  -3.052
H  -1.229  -6.100  -0.462
P  1.944  0.555  -0.179
C  -1.539  -2.926  -0.280
C  -1.365  5.298  2.623
C  4.025  -0.083  -2.373
C  -0.148  3.431  3.790
O  2.935  -0.286  0.742
H  0.105  6.311  0.090
H  -1.576  5.756  1.656
C  -0.463  4.669  -1.197
O  -3.337  -0.931  -0.871
O  -1.068  3.175  1.582
H  0.280  4.136  4.503
H  -5.274  -0.508  -0.250
H  -1.081  3.039  4.199
C  -2.615  -1.189  2.063
H  -0.260  -6.287  -1.935
H  2.932  1.517  -4.320
H  -1.331  -4.996  2.126
O  -1.331  1.754  -0.461
P  -0.359  2.531  0.309
C  -0.426  4.119  2.467
H  2.121  -4.572  -0.731
H  -1.978  -4.059  3.482
O  1.113  -0.342  -0.985
Si  -3.170  -2.557  -1.079
H  1.201  -4.632  0.778
C  -3.373  -2.964  -2.890
C  3.470  1.326  -2.254
H  0.831  -3.050  2.402
H  4.725  -0.307  -1.568
H  1.607  0.971  -3.270
C  -4.500  -0.135  -0.929
H  -1.870  -5.560  -2.016
Hg  -1.198  0.209  -3.036
H  -4.358  -4.586  -0.319
H  -2.420  -0.296  1.460
H  5.606  0.000  0.465
C  -2.007  -4.177  2.395
O  2.861  1.595  -0.950
Si  -0.228  -3.915  -1.145
C  -4.533  -3.510  -0.213
C  2.465  1.641  -3.341
O  0.365  3.736  -0.436
C  0.111  6.051  -0.970
H  -4.398  -2.726  -3.189
H  -4.912  -0.103  -1.942
C  5.220  -0.288  1.443
H  3.262  -1.049  3.236
H  1.010  -3.882  -3.278
H  -0.586  -3.150  -3.493
Si  -1.470  -2.581  1.545
H  0.752  -1.445  1.679
H  -3.668  -1.448  1.926
C  1.085  1.666  0.967
H  -2.699  -2.387  -3.525
C  0.202  -2.166  2.286
H  0.511  4.455  2.013
H  0.700  -2.233  -2.700
H  5.922  0.058  2.203
H  4.056  0.427  3.828
H  -2.310  4.957  3.051
H  4.291  2.041  -2.292
C  3.853  0.312  1.688
H  1.789  2.415  1.331
H  -0.869  3.257  -2.768
H  2.377  0.478  3.271

***

[3]
Density functional theory data (ωB97M-V/def2-TZVPD) for 7 unconnected molecules or ions with the total composition C23H57N6O8P.

As for the net charge: 0. Its total energy is -2182.3150 Ha. The HOMO-LUMO gap comes out at 7.57 eV. For the largest force on an atom, the calculation gives 0.3 eV/Å. As for the structure (SMILES): CCOC[PH3]COC.CNC(C)=O.CNC(C)=O.CNC(C)=O.CNC(C)=O.CNC(C)=O.CNC(C)=O. The calculation puts the HOMO energy at -7.0 eV. Its spin multiplicity is 1. The calculation puts the LUMO energy at 0.020 Ha.

Atoms and positions in Å:
H  -1.036  -1.807  -0.116
C  1.259  3.226  -3.735
H  -6.333  2.031  -0.427
P  2.866  0.149  -2.555
H  -1.042  -2.001  -1.886
H  -0.385  -1.357  7.011
H  -0.585  -0.516  -5.319
N  -0.847  -3.092  -4.353
N  -2.657  0.371  -0.193
H  7.953  5.935  0.425
H  -3.533  0.855  -0.310
C  2.932  -1.044  -1.051
H  -0.123  -4.961  2.393
H  -0.923  0.122  0.935
C  -1.170  -5.132  2.622
C  0.298  -1.156  -5.327
H  -0.865  -3.778  -3.615
N  -5.576  1.762  1.519
H  3.274  -0.888  -3.427
H  -0.257  -0.600  -1.156
H  0.610  -2.828  7.001
C  -5.848  3.858  2.772
H  7.261  4.214  -2.456
H  -5.797  4.502  1.893
H  3.492  2.214  -3.872
H  -2.887  -2.941  -4.818
H  3.067  0.890  -4.967
H  0.400  -1.592  -6.322
C  0.198  -2.231  -4.272
H  -4.837  -5.334  2.330
H  -4.605  -4.663  3.951
C  0.051  -2.134  6.382
C  -6.676  2.002  0.609
H  -1.013  -0.335  5.018
H  0.676  2.851  -1.679
H  -1.526  -6.009  2.079
H  -2.744  -0.345  4.694
O  1.469  1.919  -4.241
H  4.036  -0.160  1.555
H  -3.763  -3.070  2.183
C  -1.929  -3.099  -5.313
C  4.177  0.193  0.527
H  -1.558  1.774  0.929
H  -2.503  -2.827  4.342
H  8.492  4.433  1.190
H  1.166  -0.541  -5.114
H  5.987  4.486  1.016
C  -1.099  -1.288  -1.073
O  4.902  3.219  -0.696
N  6.615  4.321  0.245
H  -5.365  4.353  3.608
H  -1.594  -0.715  3.399
O  4.169  -0.899  -0.373
H  -1.788  -2.297  -6.032
O  -3.230  -0.754  -2.047
H  0.227  3.468  -3.993
H  0.728  -1.656  5.673
H  5.128  0.718  0.450
C  6.921  3.298  -1.969
H  1.499  0.499  -2.289
H  3.387  0.915  0.306
H  2.862  -2.075  -1.403
H  6.321  2.722  -2.667
N  -1.833  -2.242  4.817
H  3.932  0.890  -1.980
H  -1.281  -5.310  3.694
H  2.084  -0.863  -0.373
O  -1.134  -4.130  5.808
H  -6.899  3.692  3.010
H  1.906  3.933  -4.273
H  8.515  4.591  -0.564
H  7.800  2.717  -1.687
H  2.428  3.002  -1.903
C  -1.019  -2.921  5.660
C  -5.127  2.550  2.535
C  -2.406  -0.549  -1.165
H  1.413  4.431  -1.963
O  -1.421  -2.901  1.776
H  -7.435  1.224  0.695
C  -1.947  -3.897  2.248
H  -2.355  0.525  1.884
H  -3.450  -5.818  3.305
H  -7.142  2.955  0.837
C  -1.830  0.716  0.947
N  -3.292  -3.910  2.483
C  7.959  4.848  0.333
O  1.008  -2.328  -3.361
C  2.774  1.400  -4.042
O  -4.179  2.205  3.219
C  6.057  3.604  -0.766
H  -1.964  -4.043  -5.860
H  -5.058  0.902  1.423
C  1.456  3.374  -2.232
C  -4.090  -4.983  3.043
C  -1.799  -0.839  4.463

***

Question: Among the records above, which one has the highest spin multiplicity?
Answer: C23H57HgO7P2Si3